C25H45GaN2P3Se2 | ωB97M-V/def2-TZVPD

Each line ends with the Löwdin charge.
Atoms and positions in Å:
Ga -1.545 1.309 -1.091  0.26
P -0.568 3.260 -0.131  0.81
P 0.813 -0.213 2.105  0.76
P -3.092 0.488 0.567  0.83
H -2.162 0.346 -3.400  0.10
C -2.574 1.117 -2.751  -0.13
C -2.001 2.452 -2.728  -0.07
H -1.142 2.701 -3.364  0.13
C 0.851 3.739 -1.170  -0.22
C 0.009 3.273 1.597  -0.20
C -1.828 4.582 -0.199  -0.20
C 1.017 -2.035 2.186  -0.30
C 2.596 0.253 2.110  -0.28
C 0.459 0.111 3.888  -0.30
C -4.854 0.441 0.099  -0.20
C -3.066 1.480 2.099  -0.21
C -2.731 -1.210 1.128  -0.19
H -3.664 1.064 -2.661  0.11
H -2.698 3.290 -2.613  0.11
H 0.900 3.067 -2.037  0.00
H 1.793 3.645 -0.615  0.06
H 0.744 4.773 -1.520  0.08
H 0.872 2.606 1.721  0.02
H -0.790 2.940 2.270  0.04
H 0.302 4.291 1.884  0.09
H -2.379 4.525 -1.141  0.03
H -1.348 5.564 -0.118  0.09
H -2.541 4.466 0.627  0.06
H 1.696 -2.297 3.010  0.06
H 1.429 -2.400 1.235  0.00
H 0.042 -2.515 2.345  0.03
H 2.912 0.530 3.125  0.06
H 2.741 1.111 1.441  0.00
H 3.215 -0.579 1.750  0.04
H 1.252 -0.334 4.507  0.06
H -0.513 -0.322 4.165  0.04
H 0.425 1.196 4.061  0.04
H -5.458 0.397 1.016  0.08
H -5.068 -0.437 -0.524  0.05
H -5.114 1.348 -0.460  0.06
H -3.961 1.233 2.684  0.08
H -3.084 2.552 1.867  0.04
H -2.171 1.251 2.692  0.04
H -3.636 -1.641 1.570  0.09
H -1.924 -1.208 1.870  0.02
H -2.426 -1.836 0.285  0.03
C -1.968 -3.682 -1.319  -0.62
C -2.072 -2.621 -2.240  -0.15
C -3.324 -2.136 -2.635  -0.10
C -4.490 -2.714 -2.121  -0.08
C -4.384 -3.757 -1.198  -0.06
C -3.141 -4.253 -0.800  -0.11
Se -0.243 -4.372 -0.813  0.88
H -0.709 -4.591 0.570  -0.12
H -1.158 -2.185 -2.648  0.06
H -3.397 -1.305 -3.338  0.09
H -5.476 -2.368 -2.455  0.12
H -5.296 -4.182 -0.779  0.12
H -3.055 -5.072 -0.089  0.11
C 3.880 1.581 -1.435  -0.02
N 3.776 0.134 -1.371  -0.06
C 2.619 -0.595 -1.492  -0.62
Se 0.900 0.036 -1.877  0.73
N 2.995 -1.895 -1.264  0.15
C 4.336 -1.970 -0.863  -0.17
C 5.015 -2.969 -0.174  0.02
C 6.252 -2.627 0.389  -0.03
C 6.751 -1.314 0.320  -0.03
C 6.025 -0.303 -0.323  0.02
C 4.834 -0.680 -0.935  -0.16
H 3.697 2.045 -0.450  0.09
H 3.159 1.967 -2.167  0.07
H 4.904 1.838 -1.741  0.11
H 2.352 -2.678 -1.317  0.12
H 4.577 -3.961 -0.106  0.13
H 6.856 -3.391 0.882  0.13
H 7.716 -1.094 0.777  0.13
H 6.335 0.742 -0.370  0.12

Its net charge is +3. The molar mass comes out at 694.2 g/mol. The value obtained for the highest occupied orbital energy (spin up / spin down) is -15.457 / -15.457 eV. The relative energy (zero: lowest compared OMol25 entry of this formula, charge and spin) comes out at 0.0 kcal/mol. For the max |F|, the calculation gives 5.14 eV Å⁻¹. As for the HOMO-LUMO gap (spin up / spin down): 4.0 / 4.0 eV.